*a*
Computed, not measured: the ion C5H12NO with charge +1, with ωB97M-V with the def2-TZVPD basis set.

Each line ends with the Löwdin charge.
Atoms and positions in Å:
O -1.85 0.20 -2.10  -0.02
C -0.79 0.92 -1.50  -0.22
C -0.09 -0.09 -0.63  -0.24
C -0.89 -0.65 0.53  -0.10
C 0.10 -0.86 1.69  -0.12
C 1.45 -0.27 1.26  -0.08
N 1.17 0.52 0.00  0.10
H -2.07 0.59 -2.96  0.11
H -1.18 1.74 -0.89  0.13
H -0.13 1.36 -2.25  0.13
H 0.29 -0.91 -1.24  0.17
H -1.75 -0.05 0.83  0.13
H -1.27 -1.61 0.19  0.13
H 0.22 -1.90 1.97  0.12
H -0.23 -0.31 2.58  0.12
H 2.18 -1.02 0.99  0.13
H 1.86 0.43 1.99  0.13
H 1.03 1.51 0.19  0.18
H 1.94 0.41 -0.65  0.18

Results
E_HOMO: -14.7 eV
spin multiplicity: 1
LUMO energy: -3.42 eV
gap between HOMO and LUMO: 11.26 eV
SMILES: OC[C@@H]1CCC[NH2+]1
net charge: +1

---

*b*
Computed, not measured: a cluster of 2 separate species, C5H12NO in total, with ωB97M-V with the def2-TZVPD basis set.

Each line ends with the Löwdin charge.
Atoms and positions in Å:
C 1.52 0.94 0.19  -0.07
C 0.50 0.11 1.01  -0.19
C 0.31 -1.27 0.50  -0.30
C 0.56 -2.41 1.13  0.15
C -0.84 -0.45 -1.47  0.20
N -0.25 -1.37 -0.83  0.10
H 2.01 0.36 -0.60  0.08
H 2.30 1.36 0.82  0.08
H 1.08 1.77 -0.37  0.07
H -0.43 0.67 1.15  0.12
H 0.93 0.05 2.01  0.12
H 0.87 -2.36 2.16  0.09
H 0.14 -3.35 0.80  0.09
H -1.19 -0.57 -2.49  0.13
H -1.01 0.52 -1.00  0.11
H -0.07 -2.29 -1.23  0.18
H -1.34 3.97 -0.69  0.05
H -2.43 3.00 -0.23  0.04
O -1.48 3.12 -0.26  -0.06

Results
E_HOMO: -14.5 eV
spin multiplicity: 1
LUMO energy: -5.11 eV
gap between HOMO and LUMO: 9.39 eV
net charge: +1

---

Which of them is most stable, and which least? Most stable: *a*; least stable: *b*.

---

*a*
Computed, not measured: the molecule C5H5NO, with ωB97M-V with the def2-TZVPD basis set.

Each line ends with the Löwdin charge.
Atoms and positions in Å:
O 0.74 0.59 3.08  0.15
C -1.60 -0.33 -0.43  0.11
C -0.69 0.86 -0.69  -0.19
C 0.60 0.03 -0.45  -0.32
C -0.35 -1.19 -0.39  -0.19
C 0.95 0.45 1.93  -0.31
N 1.29 0.33 0.78  0.15
H -0.83 1.19 -1.73  0.12
H -0.86 1.73 -0.05  0.12
H 1.34 0.04 -1.25  0.13
H -0.27 -1.86 0.48  0.12
H -0.33 -1.83 -1.28  0.12

Results
E_HOMO: -8.8 eV
spin multiplicity: 1
LUMO energy: -0.44 eV
gap between HOMO and LUMO: 8.39 eV

---

*b*
Computed, not measured: the molecule C5H5NO, with ωB97M-V with the def2-TZVPD basis set.

Each line ends with the Löwdin charge.
Atoms and positions in Å:
C 0.57 -2.37 -0.64  0.15
C 0.28 -1.25 -0.31  -0.05
C -0.06 0.08 0.14  -0.47
C 0.18 1.18 -0.84  -0.02
N -1.23 0.15 0.96  0.19
C -0.05 0.36 1.58  -0.37
O 0.59 -0.14 2.47  0.14
H 0.83 -3.37 -0.89  0.03
H -0.05 2.17 -0.42  0.09
H 1.23 1.20 -1.15  0.09
H -0.44 1.05 -1.74  0.09
H -1.85 0.94 0.84  0.14

Results
E_HOMO: -9.2 eV
spin multiplicity: 1
LUMO energy: -0.08 eV
gap between HOMO and LUMO: 9.10 eV
SMILES: C#C[C@@]1(C)NC1=O

---

*c*
Computed, not measured: a cluster of 2 separate species, C5H5NO in total, with ωB97M-V with the def2-TZVPD basis set.

Each line ends with the Löwdin charge.
Atoms and positions in Å:
O -1.34 -1.68 1.21  0.27
C -1.06 -0.72 0.64  -0.08
C -0.62 0.45 0.10  -0.26
C 0.98 0.49 0.08  -0.07
C 0.23 0.44 -1.19  -0.29
C 0.23 -0.71 -2.08  -0.18
N 0.34 -1.64 -2.77  0.16
H 0.27 0.44 2.76  0.07
H -1.19 1.33 0.41  0.15
H 1.38 -0.50 0.33  0.07
H 0.71 0.73 2.22  0.03
H 0.07 1.38 -1.72  0.14

Results
E_HOMO: -8.4 eV
spin multiplicity: 1
LUMO energy: -0.48 eV
gap between HOMO and LUMO: 7.95 eV

---

Which of them is most stable, and which least? Most stable: *b*; least stable: *c*.

---

*a*
Computed, not measured: the molecule C5H5NO, with ωB97M-V with the def2-TZVPD basis set.

Each line ends with the Löwdin charge.
Atoms and positions in Å:
O -0.42 -2.36 -0.14  0.01
C 0.30 -1.50 0.61  -0.12
C 0.22 -0.18 0.39  -0.30
C 0.70 1.19 0.92  0.00
C -0.01 1.97 0.11  -0.12
C -0.26 1.23 -1.07  -0.16
N -0.44 -0.02 -0.80  0.06
H -0.98 -1.64 -0.61  0.12
H 0.93 -1.93 1.45  0.15
H 0.91 1.33 2.00  0.11
H 0.18 3.18 0.12  0.16
H -0.36 1.76 -1.97  0.10

Results
E_HOMO: -8.8 eV
spin multiplicity: 1
LUMO energy: -0.07 eV
gap between HOMO and LUMO: 8.73 eV
SMILES: O/C=C1/C=CC=N1

---

*b*
Computed, not measured: a structure of composition C5H5NO, with ωB97M-V with the def2-TZVPD basis set.

Each line ends with the Löwdin charge.
Atoms and positions in Å:
C -0.33 0.08 0.45  -0.34
C 0.69 0.97 1.00  -0.18
C -1.32 0.40 -0.41  0.12
O -0.15 -1.28 0.75  0.04
N 0.60 2.22 0.83  0.12
C 0.05 -1.60 -0.54  -0.27
C 0.53 -2.13 -1.55  0.12
H 1.31 2.76 1.32  0.06
H 1.45 0.46 1.60  0.13
H -2.13 -0.27 -0.63  0.09
H -1.39 1.42 -0.76  0.08
H 0.69 -3.03 -2.07  0.02

Results
E_HOMO: -8.9 eV
spin multiplicity: 1
LUMO energy: 0.00 eV
gap between HOMO and LUMO: 8.90 eV

---

*c*
Computed, not measured: the molecule C5H5NO, with ωB97M-V with the def2-TZVPD basis set.

Each line ends with the Löwdin charge.
Atoms and positions in Å:
N 1.79 1.17 -1.47  0.16
C 0.87 0.49 -1.35  -0.22
C -0.21 -0.39 -1.00  -0.24
C -1.32 0.13 -0.16  -0.06
C -0.16 -0.59 0.53  -0.14
C 0.90 0.21 1.42  -0.17
O 1.10 -0.09 2.59  0.05
H -0.39 -1.18 -1.74  0.15
H -1.40 1.20 -0.01  0.12
H -2.27 -0.38 -0.29  0.11
H -0.32 -1.63 0.81  0.14
H 1.44 1.04 0.86  0.12

Results
E_HOMO: -10.2 eV
spin multiplicity: 1
LUMO energy: 0.57 eV
gap between HOMO and LUMO: 10.80 eV
SMILES: N#C[C@@H]1C[C@@H]1C=O

---

*d*
Computed, not measured: the molecule C5H5NO, with ωB97M-V with the def2-TZVPD basis set.

Each line ends with the Löwdin charge.
Atoms and positions in Å:
N 0.59 -0.50 -3.33  0.07
C 0.09 -0.18 -2.17  -0.15
C -0.03 -0.16 -0.68  -0.25
C 0.99 0.61 -0.37  -0.19
O 1.13 0.65 0.89  -0.05
C -0.13 0.18 1.50  -0.05
C -1.07 -0.45 0.35  -0.07
H 1.87 1.01 -1.06  0.20
H -0.47 1.11 1.86  0.10
H 0.36 -0.66 2.22  0.18
H -2.14 -0.11 0.26  0.13
H -1.21 -1.48 0.54  0.08

Results
E_HOMO: -8.7 eV
spin multiplicity: 1
LUMO energy: 0.55 eV
gap between HOMO and LUMO: 9.27 eV
SMILES: N#CC1=COCC1

---

Which of them is most stable, and which least? Most stable: *c*; least stable: *b*.

---

*a*
Computed, not measured: the molecule C5H5NO, with ωB97M-V with the def2-TZVPD basis set.

Each line ends with the Löwdin charge.
Atoms and positions in Å:
N -1.08 -2.36 -1.92  0.15
C -1.02 -1.36 -1.35  -0.14
C -0.88 -0.07 -0.63  -0.46
O -1.44 -0.09 0.64  -0.10
C 0.31 1.13 0.89  0.10
C 0.99 -0.13 1.04  -0.06
C 0.55 0.40 -0.35  -0.18
H -1.33 0.71 -1.26  0.15
H 0.41 2.14 1.30  0.14
H 2.00 -0.19 1.42  0.12
H 0.29 -0.91 1.33  0.13
H 1.22 0.73 -1.13  0.14

Results
E_HOMO (spin up / spin down): -9.9 / -9.9 eV
spin multiplicity: 1
LUMO energy (spin up / spin down): -1.40 / -1.39 eV
gap between HOMO and LUMO (spin up / spin down): 8.49 / 8.49 eV

---

*b*
Computed, not measured: the molecule C5H5NO, with ωB97M-V with the def2-TZVPD basis set.

Each line ends with the Löwdin charge.
Atoms and positions in Å:
O -1.16 -2.04 1.17  0.03
C -0.62 -1.05 0.71  -0.50
C -1.39 -0.21 -0.26  -0.07
C -2.15 0.45 -0.92  0.12
C 0.64 -0.53 1.15  -0.09
C 1.30 0.36 -0.86  0.06
N 1.20 0.51 0.44  -0.05
H -2.84 1.02 -1.50  0.03
H 1.08 -0.84 2.09  0.11
H 1.25 1.20 -1.54  0.09
H 1.43 -0.65 -1.22  0.10
H 1.37 1.42 0.86  0.16

Results
E_HOMO (spin up / spin down): -8.0 / -8.0 eV
spin multiplicity: 1
LUMO energy (spin up / spin down): -0.29 / -0.29 eV
gap between HOMO and LUMO (spin up / spin down): 7.69 / 7.69 eV

---

Which of them is most stable, and which least? Most stable: *b*; least stable: *a*.

---

*a*
Computed, not measured: the molecule C5H5NO, with ωB97M-V with the def2-TZVPD basis set.

Each line ends with the Löwdin charge.
Atoms and positions in Å:
C 2.57 -0.65 -0.34  0.17
C 1.75 -0.15 0.41  -0.03
C 0.55 0.42 0.98  -0.40
O 0.40 0.64 2.16  0.11
C -0.43 0.64 -0.15  -0.27
C -1.33 -0.46 -0.57  -0.12
N -1.86 0.79 -0.02  0.04
H 3.37 -1.09 -0.86  0.03
H 0.00 1.20 -0.98  0.15
H -1.43 -1.36 0.04  0.11
H -1.48 -0.63 -1.63  0.10
H -2.12 0.64 0.95  0.10

Results
E_HOMO: -10.0 eV
spin multiplicity: 1
LUMO energy: 0.02 eV
gap between HOMO and LUMO: 9.99 eV
SMILES: C#CC(=O)[C@H]1CN1

---

*b*
Computed, not measured: the molecule C5H5NO, with ωB97M-V with the def2-TZVPD basis set.

Each line ends with the Löwdin charge.
Atoms and positions in Å:
C 2.03 -0.11 0.92  0.15
C 1.11 0.28 0.24  -0.10
C -0.09 0.68 -0.49  -0.40
O 0.12 0.79 -1.88  -0.02
C -1.21 -0.36 -0.22  -0.11
C -1.13 -0.85 1.15  -0.23
N -0.97 -1.21 2.24  0.16
H 2.77 -0.53 1.55  0.04
H -0.45 1.65 -0.11  0.15
H 1.07 0.74 -2.04  0.10
H -2.19 0.08 -0.42  0.13
H -1.07 -1.17 -0.94  0.13

Results
E_HOMO: -10.6 eV
spin multiplicity: 1
LUMO energy: 0.71 eV
gap between HOMO and LUMO: 11.29 eV
SMILES: C#C[C@@H](O)CC#N

---

*c*
Computed, not measured: a structure of composition C5H5NO, with ωB97M-V with the def2-TZVPD basis set.

Each line ends with the Löwdin charge.
Atoms and positions in Å:
N -0.28 0.88 1.99  0.15
C 0.25 1.45 1.06  -0.15
C 0.78 1.34 -0.19  -0.14
O 1.54 0.18 -0.31  -0.07
C 0.57 -0.84 -0.50  -0.27
C -0.71 -0.98 0.29  -0.10
C -0.75 -0.34 -0.91  0.00
H 0.98 2.15 -0.88  0.12
H 1.06 -1.73 -0.91  0.14
H -1.24 -1.81 0.74  0.12
H -0.78 -0.06 1.38  0.07
H -1.40 -0.24 -1.77  0.11

Results
E_HOMO: -9.0 eV
spin multiplicity: 1
LUMO energy: 0.09 eV
gap between HOMO and LUMO: 9.11 eV

---

*d*
Computed, not measured: the molecule C5H5NO, with ωB97M-V with the def2-TZVPD basis set.

Each line ends with the Löwdin charge.
Atoms and positions in Å:
N 3.06 0.86 -0.26  0.15
C 2.09 0.36 0.12  -0.12
C 0.88 -0.45 0.37  -0.30
O -0.06 -0.18 1.43  -0.06
C -1.19 -0.43 0.43  -0.17
C -1.09 0.84 -0.30  -0.04
C -0.20 -0.34 -0.68  -0.15
H 1.20 -1.49 0.52  0.15
H -2.05 -1.11 0.55  0.16
H -1.84 1.27 -0.96  0.11
H -0.64 1.51 0.41  0.12
H -0.16 -0.85 -1.63  0.14

Results
E_HOMO: -10.4 eV
spin multiplicity: 1
LUMO energy: 0.86 eV
gap between HOMO and LUMO: 11.29 eV
SMILES: N#C[C@H]1O[C@H]2C[C@H]21

---

Which of them is most stable, and which least? Most stable: *b*; least stable: *c*.